217
Properties=species:S:1:pos:R:3:forces:R:3 method="wB97M-V/def2-TZVPD" total_charge=+1 spin_multiplicity=2 homo_energy_ev="-4.2 / -7.5" s_squared=0.751 homo_lumo_gap_ev="2.761 / 5.831"
C -6.70924 -23.77699 14.54437 0.2403 -1.7375 -0.2290
C -5.64190 -22.78379 14.13630 -0.9764 2.1622 -0.3139
O -5.91122 -22.07503 13.13942 -0.7021 -0.4175 -1.1186
O -4.66621 -22.56634 14.85397 1.4965 -0.9240 1.5602
H -7.67782 -23.36611 14.82921 0.1258 0.3178 -0.0768
H -6.36524 -24.48289 15.30034 0.0152 0.2594 0.5437
H -6.87889 -24.45565 13.70846 -0.3126 0.1573 -0.3381
C -7.75219 -15.49192 18.87996 -0.5142 -0.0640 -0.5106
C -8.02373 -16.71688 19.76438 -1.2044 2.0405 -0.0454
C -7.32340 -17.95356 19.36925 0.8195 -2.3065 1.1148
C -7.72509 -18.50590 18.05147 0.6031 -0.2788 -2.1905
N -7.17820 -19.91279 17.58882 1.3632 -1.2231 0.1103
C -7.16642 -19.99827 16.04090 -0.7392 0.0950 -0.5202
C -5.97519 -19.08376 15.53475 -1.2282 -1.2198 0.9273
C -4.92886 -19.39334 16.64059 -0.4358 1.6357 -0.0701
C -5.65776 -20.19169 17.77974 0.7102 0.5532 -0.6935
C -8.02800 -21.01828 18.28741 1.1270 -0.7335 -1.7716
C -7.68016 -22.50741 17.89516 -0.1361 0.7670 0.4247
C -8.76742 -23.36794 18.52130 -0.1711 0.5082 -0.1475
H -8.03894 -15.57049 17.83129 -0.1653 -0.6385 -0.1342
H -6.70043 -15.20969 18.83242 0.0193 0.2557 0.4924
H -8.42233 -14.69843 19.21068 0.5264 0.3381 0.2744
H -9.10298 -16.84546 19.84679 -0.2273 -0.4577 -0.6504
H -7.85279 -16.37113 20.78386 0.8534 -0.4824 0.1799
H -7.56424 -18.74461 20.07942 0.1116 0.0362 0.5768
H -6.23934 -17.84107 19.38507 0.1772 0.1866 0.0849
H -7.28848 -17.84405 17.30354 -0.5513 0.0053 -0.2797
H -8.80274 -18.60958 17.92489 -0.0814 0.1559 0.0238
H -7.01560 -21.03511 15.74036 0.7780 -0.0622 0.4687
H -8.19887 -19.89933 15.70568 -0.0199 1.1419 -0.0692
H -5.54436 -19.32913 14.56404 -0.5942 -0.5915 0.0000
H -6.25066 -18.03152 15.46403 -0.1160 -0.0660 0.3384
H -4.08936 -19.86381 16.12873 -0.1119 -0.6389 0.7138
H -4.58791 -18.39422 16.91191 0.2766 -0.1900 0.7610
H -5.37374 -21.22069 17.55927 -1.0466 -0.2608 -0.1925
H -5.31549 -20.08714 18.80931 -0.2527 0.8089 -0.0360
H -9.06079 -20.89185 17.96265 -0.0650 0.6167 0.2166
H -7.91486 -20.86958 19.36128 -0.0827 0.0543 -0.1233
H -6.68496 -22.84467 18.18491 0.0206 0.2138 0.3773
H -7.71812 -22.75260 16.83377 -0.0651 0.7520 -0.1413
H -8.83231 -23.26212 19.60421 0.4103 -0.5455 0.1016
H -8.62472 -24.37621 18.13252 -0.2900 -0.1983 0.5753
H -9.73090 -22.97291 18.19917 -0.1771 -0.2481 -0.3279
C -6.55398 -26.97223 18.23539 -0.5116 0.1311 -1.2346
C -6.76830 -28.26837 17.35240 1.1857 1.1146 1.4043
C -5.45146 -29.13569 17.28441 -0.9501 -0.6604 0.1050
C -4.86684 -29.57329 18.65798 0.1689 -0.0362 -0.2172
N -3.53807 -30.42865 18.65687 -1.3444 -0.2828 0.7806
C -3.23761 -30.70503 20.15691 -1.8359 -0.2031 0.3584
C -2.50888 -29.50429 20.64140 1.6611 -0.5166 0.5875
C -1.53393 -29.29102 19.51772 -0.2399 2.0839 0.3917
C -2.32090 -29.59189 18.25950 0.5571 -0.7161 -0.9025
C -3.72478 -31.79823 17.89182 0.5743 1.0586 1.5023
C -4.85713 -32.65565 18.49892 -0.5659 1.5588 -0.1486
C -4.74511 -34.11601 18.21323 -0.6083 -1.4344 -0.2821
H -7.50456 -26.49748 18.47853 -0.1875 -0.4861 0.7209
H -6.11858 -26.12577 17.70435 0.5058 -0.3115 -0.6940
H -5.87881 -27.08122 19.08413 -0.5506 -0.3135 0.2283
H -7.18694 -28.02391 16.37614 0.8569 0.3033 -0.3858
H -7.61766 -28.85121 17.70874 0.2997 -0.3141 0.7869
H -4.65110 -28.72132 16.67137 -0.1166 0.3901 -0.0824
H -5.83603 -30.00204 16.74623 0.5762 -0.4905 -0.0573
H -5.59904 -30.13282 19.24014 0.0469 -0.3476 -0.2601
H -4.63708 -28.73037 19.30975 0.2308 0.1580 -0.3575
H -2.74512 -31.67563 20.21597 0.4512 0.3498 -0.0038
H -4.13840 -30.76960 20.76724 -0.4712 -0.4608 -0.5831
H -1.91594 -29.66038 21.54259 -0.2999 -0.4670 0.2230
H -3.07918 -28.60431 20.87142 -0.5269 -0.2952 -0.3796
H -0.59585 -29.82609 19.66534 -0.2623 -0.1859 -0.3575
H -1.34865 -28.22296 19.63175 0.7211 0.0953 -0.7823
H -1.66251 -30.12530 17.57387 -0.3326 -0.5661 -0.2395
H -2.63826 -28.75722 17.63443 -0.2351 0.3326 0.3301
H -2.74409 -32.26139 18.00061 -0.0013 -0.1563 0.0999
H -3.82333 -31.57333 16.82984 -0.3355 0.0858 0.0889
H -5.79492 -32.28262 18.08721 -0.0187 0.0088 -0.5467
H -5.11420 -32.50496 19.54740 0.9843 0.2252 0.3056
H -3.94713 -34.39720 17.52601 -0.1655 0.1234 -0.1523
H -5.71759 -34.41442 17.82165 0.2398 -0.3145 -0.5294
H -4.66200 -34.77830 19.07494 0.4285 0.3979 0.3193
C 2.46557 -27.75069 12.90907 -0.2335 0.7125 -0.5603
C 0.95830 -27.91383 13.02919 -1.0619 1.8171 0.6201
C 0.35703 -26.61571 13.73630 0.6606 -0.9444 0.1716
C -1.11854 -26.81279 13.99867 -1.3689 0.0498 0.3530
N -2.02031 -25.58938 14.47134 -0.2860 -0.7754 -0.7452
C -2.22715 -24.63441 13.26680 -0.6435 0.4585 -1.1850
C -3.56338 -25.05945 12.43454 0.2432 -1.1890 2.5226
C -4.11376 -26.25151 13.30994 0.5868 0.3265 1.4398
C -3.50625 -26.08606 14.75111 0.8838 0.4340 -1.6110
C -1.40938 -24.92907 15.74884 0.2867 -0.2836 -1.5897
C -1.52576 -25.81650 17.01125 -0.3561 0.5895 1.0305
C -0.81271 -25.34356 18.30371 0.1182 0.1636 -0.9798
H 2.98901 -27.59141 13.85179 -0.0095 -0.6430 0.0610
H 2.60685 -26.80108 12.39295 0.0620 0.2462 -0.1215
H 2.93516 -28.45458 12.22195 0.0499 -0.3961 0.5501
H 0.55690 -28.74713 13.60590 0.4125 -0.3944 -0.2900
H 0.50884 -27.85492 12.03792 0.0204 -0.6695 -0.1445
H 0.64046 -25.77107 13.10833 -0.2697 0.2358 0.1732
H 0.87211 -26.57310 14.69598 0.1111 0.4809 0.0752
H -1.27562 -27.56705 14.76972 0.2211 0.0239 0.4554
H -1.60355 -27.30503 13.15573 -0.2371 0.6375 -0.3518
H -2.22611 -23.58715 13.56904 -0.7862 -0.1563 0.6924
H -1.37142 -24.59569 12.59276 0.2620 -0.9257 0.1888
H -4.39513 -24.35575 12.46758 0.6930 0.7437 0.0695
H -3.44294 -25.35167 11.39137 0.6026 0.0085 0.1818
H -5.19468 -26.17991 13.43074 0.2351 -0.1064 -0.1725
H -3.85667 -27.26163 12.99109 -0.0812 0.1443 -0.4145
H -4.02303 -25.32477 15.33547 0.2966 0.3815 -0.1777
H -3.48847 -27.00192 15.34185 0.2946 -0.2078 -0.1450
H -1.84947 -23.93357 15.69061 -0.8756 -0.1799 1.1175
H -0.40300 -24.63072 15.45509 0.4653 -0.7532 0.1839
H -1.17775 -26.84901 17.04161 0.1383 -0.2082 -1.6567
H -2.57847 -25.92048 17.27410 -0.2465 0.1139 -0.1402
H 0.26341 -25.31770 18.13228 0.0741 0.6751 -0.1057
H -0.86929 -26.15455 19.02981 -0.5921 0.2397 0.2491
H -1.23774 -24.40278 18.65356 0.4041 -0.0785 0.3292
C -5.37380 -27.97732 8.59675 0.1089 -0.5052 -0.5831
C -5.48464 -26.45294 8.41582 -1.2664 -0.0997 0.8439
C -6.94465 -25.89957 8.52623 0.1821 1.4018 0.2234
C -6.98912 -24.32977 8.78612 -0.1521 -1.3213 -0.7134
N -8.24607 -23.76448 9.51675 2.6598 -0.5477 0.4014
C -8.15215 -22.24514 9.33114 -0.3572 -0.3037 1.5545
C -9.01589 -21.68044 10.51424 1.4162 0.8457 -0.5647
C -8.93422 -22.73749 11.63490 -0.7480 -1.3531 -0.7596
C -8.09281 -23.93978 11.07623 -0.5161 0.9495 -0.1128
C -9.51173 -24.40908 9.02750 -0.4771 0.6402 -1.1321
C -9.93970 -23.91872 7.58503 -0.1085 -0.4407 1.1186
C -11.06316 -24.77668 6.97329 0.3821 0.3940 0.7191
H -6.13251 -28.53652 8.04926 -0.2289 0.2769 -0.2526
H -5.41390 -28.42648 9.58910 -0.0637 0.7476 0.3345
H -4.43285 -28.31790 8.16465 0.1504 0.0575 0.0256
H -5.10107 -26.20021 7.42733 0.2083 0.1846 0.1599
H -4.92269 -25.95166 9.20388 0.4287 0.0194 -0.1652
H -7.51434 -26.35293 9.33740 0.0757 -0.5374 -0.0731
H -7.42108 -26.03203 7.55485 -0.3837 -0.4506 0.2164
H -6.96987 -23.84543 7.80982 -0.0704 0.1855 0.0871
H -6.07350 -24.03673 9.29981 -0.4066 0.2852 0.4547
H -8.23899 -21.92496 8.29286 -0.9270 -0.2464 0.1398
H -7.12493 -21.95989 9.55815 0.1374 -0.4820 0.2464
H -9.99682 -21.29713 10.23325 -0.1800 -0.6250 0.0375
H -8.47785 -20.79170 10.84400 -0.0332 0.0963 0.0401
H -9.94183 -23.12945 11.77348 -0.2223 -0.0195 0.1692
H -8.60940 -22.39769 12.61834 0.4586 0.1456 -0.3752
H -8.40533 -24.92608 11.41922 -0.6344 -0.1720 -0.5162
H -7.05610 -23.90786 11.41137 0.2458 0.6517 -0.6690
H -10.28183 -24.18215 9.76474 -0.0996 0.2708 -0.1336
H -9.41312 -25.49369 9.07241 0.3771 0.0509 -0.0234
H -9.10785 -23.90483 6.88080 0.2506 -0.1533 0.1715
H -10.29153 -22.88846 7.63863 0.0105 0.0585 0.1828
H -11.89062 -24.92789 7.66652 -0.0411 0.2209 0.0803
H -10.69660 -25.77759 6.74549 -0.0456 0.1272 -0.4696
H -11.43022 -24.19695 6.12637 -0.0776 -0.6154 -0.2668
C -12.47652 -26.80816 9.65139 -0.3162 -0.1088 0.0348
C -13.19703 -25.64304 10.30668 -0.6225 0.2774 0.5419
C -12.64796 -25.33531 11.70430 0.0700 -0.6136 1.5024
C -12.69798 -26.47399 12.80329 0.1615 0.2464 -0.1657
N -12.28209 -25.99171 14.23270 1.0523 -0.0429 -0.8681
C -12.03878 -27.23066 15.13507 -1.9710 0.5357 -1.9737
C -10.85661 -27.02017 15.98316 0.3358 -1.0080 0.6544
C -10.21548 -25.73010 15.53724 -0.7962 0.2921 -0.0414
C -10.82387 -25.49602 14.14594 -0.2238 0.4251 0.4715
C -13.30298 -25.02603 14.85175 -0.2378 0.6825 0.5603
C -14.78373 -25.25692 14.61558 -0.8870 -2.1895 0.7096
C -15.66281 -24.11418 15.14250 0.6474 1.1454 -2.1569
H -11.39140 -26.73982 9.57417 0.0255 0.1035 0.4039
H -12.84236 -27.03526 8.65005 -0.2207 0.0698 0.0569
H -12.74736 -27.63554 10.30727 0.4700 -0.4897 -0.3405
H -14.25465 -25.89900 10.37020 -0.1656 -0.1866 0.1689
H -13.24626 -24.69630 9.76876 0.5431 0.0301 -0.3036
H -13.08101 -24.45214 12.17395 -0.2403 0.2635 -0.3781
H -11.58231 -25.14548 11.57604 0.1855 0.1382 0.0949
H -11.98986 -27.23226 12.46910 0.4422 0.0120 0.4601
H -13.61567 -27.02713 13.00329 -0.3601 0.4220 -0.5369
H -12.97518 -27.25609 15.69239 0.0552 -1.0768 -0.2016
H -11.80562 -27.99036 14.38901 -0.7685 -0.4675 0.3610
H -11.25417 -27.09547 16.99528 0.8450 0.4454 0.3538
H -10.16111 -27.84126 15.80941 -0.0815 -0.0904 0.2255
H -10.57460 -24.99941 16.26196 0.8132 0.6457 -0.2143
H -9.14245 -25.90238 15.45342 -0.0256 0.7853 0.2324
H -10.79882 -24.47244 13.77210 -0.0216 -0.0172 0.1778
H -10.31387 -26.15158 13.44009 -0.1118 -0.1386 -0.3071
H -13.12317 -23.98451 14.58523 0.6715 -0.1617 -0.4569
H -13.27612 -25.02312 15.94143 1.0562 -0.2825 0.1032
H -15.16103 -26.10457 15.18763 0.6009 -0.6463 0.1667
H -14.95024 -25.60935 13.59767 -0.4857 0.9060 -0.2241
H -15.50078 -23.39892 14.33612 -0.2127 0.9439 0.3209
H -15.36337 -23.63599 16.07511 0.1327 -0.4052 0.0489
H -16.74296 -24.25652 15.10888 0.2102 -0.6381 0.2676
C -11.68103 -18.42843 17.14371 -3.0443 -0.7650 4.0992
O -11.31252 -19.77398 16.81225 1.5487 -1.5253 -2.0415
O -11.66183 -18.35919 18.53223 1.4430 0.9100 -3.2942
C -11.09509 -17.32306 16.25499 -0.4342 2.0585 -1.4687
F -9.81995 -17.50257 15.87144 0.6433 -0.0308 0.4958
F -11.75746 -17.16305 15.03996 -0.0697 -1.4011 0.2722
F -11.24734 -16.03606 16.70259 0.7626 -1.2944 0.9917
C -11.78575 -20.43310 15.61250 1.2056 -0.7156 0.9758
C -11.21560 -21.87111 15.62585 -0.0112 0.4454 -0.2162
H -11.38752 -22.31853 14.64689 -0.5594 -0.2086 -0.0966
H -10.13405 -21.97982 15.70666 0.1755 0.4219 0.5072
H -11.72921 -22.41463 16.41888 0.2378 -0.3004 -0.0274
H -11.48300 -19.98298 14.66707 -0.0940 0.5760 0.0947
H -12.85581 -20.64041 15.62166 -0.3918 0.8381 0.0467
H -12.72147 -18.46362 16.82067 -0.8032 0.7647 -0.4263
C -8.51483 -28.51972 12.13556 -1.1374 4.1209 -3.0301
O -9.36353 -29.00860 13.10469 -0.8409 -0.0161 -0.9586
O -9.31280 -27.63959 11.32942 2.3352 -1.3634 1.7857
C -7.25030 -27.77054 12.75520 -2.1557 0.7884 -0.4332
F -6.44823 -27.20193 11.84522 -0.2878 0.0739 -0.7169
F -7.60465 -26.76310 13.61686 -0.2135 0.0305 -0.0369
F -6.48919 -28.57107 13.44910 1.3556 -1.3364 1.0505
C -8.86167 -29.77305 14.10537 -0.0949 -0.6842 1.7426
C -9.97255 -30.51916 14.79584 0.4753 -0.3877 0.1509
H -10.73550 -29.85921 15.20872 0.0629 -0.2772 0.2946
H -10.43264 -31.28971 14.17724 -0.0975 0.3224 -0.3515
H -9.38545 -31.09619 15.51030 -0.6740 0.0423 0.8894
H -8.38508 -29.07037 14.78891 0.2953 -0.3009 0.7044
H -8.14632 -30.57142 13.90796 0.5066 0.2895 -1.0073
H -8.00700 -29.27893 11.54073 -0.1707 -0.8252 -0.1361